Below is a molecular structure, C23H20N3O3SSc in a non-equilibrium geometry, with properties calculated with the ωB97M-V functional and the def2-TZVPD basis.

Last column: Mulliken charge in e.
Geometry (Å):
Sc 0.55634 -1.47843 -0.25869  0.86
O -0.39410 0.43621 0.45089  -0.15
C -1.58676 0.92029 -0.29739  1.94
C -1.96961 -0.30094 -1.26389  0.10
O -2.93819 -0.20150 -2.04145  -0.56
O -1.20732 -1.35538 -1.21092  -0.71
C -2.74005 1.15773 0.62853  -0.29
C -2.77729 0.87664 1.97509  -0.03
C -3.80455 1.33607 2.80664  -0.83
C -4.84374 2.08562 2.21742  -0.45
C -4.83567 2.29414 0.82593  -0.85
C -3.88740 1.73038 -0.00571  -0.40
C -1.26531 2.10561 -1.14161  0.35
C -1.49611 3.42458 -0.69643  -0.11
C -1.23373 4.46826 -1.51491  -0.70
C -0.69890 4.27426 -2.82750  -0.57
C -0.48821 2.98595 -3.25282  -0.87
C -0.70232 1.91318 -2.38870  -0.30
H -0.02091 1.13711 1.00197  0.40
H -1.92569 0.32565 2.44296  0.16
H -3.76323 1.09469 3.86723  0.42
H -5.60620 2.54563 2.85740  0.40
H -5.62683 2.92699 0.45212  0.43
H -3.97362 1.89764 -1.08937  0.48
H -1.85475 3.58475 0.32399  0.38
H -1.47405 5.46506 -1.15475  0.42
H -0.45093 5.12826 -3.39742  0.49
H -0.32789 2.72583 -4.33222  0.33
H -0.46827 0.88451 -2.67923  0.38
C 1.77631 -5.35172 -1.89485  -0.82
N 2.51683 -4.25835 -1.26491  0.16
C 3.76389 -3.80653 -1.67929  -0.60
C 4.12394 -2.74884 -0.99449  -0.25
N 3.12860 -2.53273 -0.00151  0.26
C 2.08706 -3.47911 -0.21400  0.12
S 0.61608 -3.78630 0.66147  -0.18
C 3.07931 -1.55886 1.11236  0.61
C 4.13746 -0.92444 1.74187  -0.71
C 3.84620 -0.17382 2.88335  -0.32
C 2.53176 0.03758 3.29470  -0.62
C 1.52941 -0.55614 2.58619  -0.45
N 1.79056 -1.19753 1.41322  0.34
H 1.86180 -5.16196 -2.99874  0.38
H 0.71882 -5.37623 -1.58847  0.29
H 2.28256 -6.34241 -1.78418  0.34
H 4.33096 -4.40282 -2.40164  0.50
H 4.99947 -2.14417 -1.18799  0.47
H 5.16863 -0.94003 1.34209  0.38
H 4.62214 0.22246 3.52735  0.44
H 2.40391 0.68265 4.17200  0.44
H 0.48956 -0.58950 2.97834  0.50

Values from the calculation:
Net charge = +2
E_HOMO = -13.449 eV
ΔE to the lowest compared entry with this formula, charge and spin = 0.000 eV
Strongest force on any atom = 4.49 eV/Å
E = -66310.3237 eV
LUMO level = -7.86 eV
2S+1 = 1